No. 1
Computed, not measured: one molecule with the formula C4H9NO, with the ωB97M-V functional and the def2-TZVPD basis.

```
15
Properties=species:S:1:pos:R:3:forces:R:3
C -1.1433 -1.2957 0.3300 -0.104 3.845 0.917
C -0.2407 0.3023 0.3258 -2.096 -3.289 -1.612
C -0.8552 1.0640 -0.8379 -0.062 0.291 0.067
C 1.0825 -0.2630 -0.0026 0.951 -2.469 0.947
N 2.1770 0.3578 0.5036 0.270 0.398 -0.279
O 1.1618 -1.4154 -0.4495 1.097 1.610 -0.460
H -1.0913 -1.9103 -0.5605 0.756 0.377 -0.015
H -2.1459 -0.8825 0.3490 -0.490 -0.339 0.562
H -0.8625 -1.8023 1.2455 -0.126 -0.185 -0.083
H -0.2389 0.8759 1.2540 -0.284 -0.387 0.076
H -1.9143 1.2626 -0.6560 0.102 0.057 0.036
H -0.7889 0.4769 -1.7532 0.072 -0.017 0.004
H -0.3517 2.0189 -1.0027 -0.041 0.068 -0.059
H 2.1359 1.2910 0.8716 0.010 -0.010 -0.042
H 3.0755 -0.0800 0.3829 -0.054 0.050 -0.060
```
Positions in Å, forces in eV/Å.

Computed properties:
Gap between HOMO and LUMO = 10.298 eV
HOMO energy = -9.42 eV

=====

No. 2
Computed, not measured: a 2-piece molecular cluster, C4H9NO overall, with the ωB97M-V functional and the def2-TZVPD basis.

```
15
Properties=species:S:1:pos:R:3:forces:R:3
C 1.2055 1.2030 -1.9634 0.707 -1.076 0.638
C 0.2729 0.5395 -1.0022 0.338 1.174 -0.584
C 0.7186 -0.3479 -0.0782 -0.395 -2.283 2.086
N -0.2116 -1.0727 0.7072 0.740 0.759 -3.742
C -1.0271 -1.9290 0.2269 -1.158 1.296 2.141
H 2.0614 0.5258 -2.0461 0.029 0.046 -0.397
H 0.7726 1.3752 -2.9422 -0.172 0.188 0.058
H 1.6853 2.1049 -1.5653 -0.554 0.219 0.052
H -0.7669 0.8475 -0.9894 -0.097 -0.262 -0.042
H 1.7342 -0.6643 0.1247 0.358 0.797 0.028
H -0.7804 -2.8135 -0.3550 0.224 0.338 -0.538
H -2.0568 -1.6945 0.5347 -0.006 -1.216 0.270
H -1.8226 0.9696 2.8340 -0.451 0.492 0.378
H -0.6235 0.1633 3.0012 0.195 0.180 0.782
O -1.1616 0.7932 3.5131 0.243 -0.652 -1.130
```
Positions in Å, forces in eV/Å.

Computed properties:
Multiplicity = 2
Gap between HOMO and LUMO (alpha / beta) = 8.857 / 6.572 eV
Net charge = +1
HOMO energy (alpha / beta) = -14.62 / -14.61 eV

=====

No. 3
Computed, not measured: an isolated ion of composition C4H9NO and charge +1, with the ωB97M-V functional and the def2-TZVPD basis.

```
15
Properties=species:S:1:pos:R:3:forces:R:3
O -3.3976 1.0504 -0.5261 0.251 0.265 0.461
C -2.3755 0.8593 0.0457 -0.298 -0.955 -0.078
C -1.1628 0.2579 -0.6475 1.982 0.000 -0.343
C -0.0041 0.0640 0.3217 0.066 1.821 2.195
C 1.2977 -0.4379 -0.3092 -1.552 0.018 -0.147
N 2.3081 -0.5614 0.7279 0.444 -0.320 -1.197
H -2.1943 0.9308 1.1385 -0.583 0.553 0.120
H -0.8321 1.0471 -1.3469 -0.503 -0.376 -0.291
H -1.4070 -0.6814 -1.1528 -0.503 0.327 -0.182
H 0.2511 1.0312 0.8050 0.120 0.346 -1.041
H -0.2757 -0.3082 1.3202 -0.212 -1.633 -0.629
H 1.5370 0.3247 -1.0610 0.579 -0.021 0.302
H 1.0759 -1.3228 -0.9185 0.164 -0.361 0.282
H 3.0921 -0.9601 0.2122 0.449 0.377 0.457
H 2.0873 -1.2937 1.3908 -0.403 -0.041 0.092
```
Positions in Å, forces in eV/Å.

Computed properties:
Multiplicity = 2
Gap between HOMO and LUMO (alpha / beta) = 7.248 / 3.459 eV
Net charge = +1
HOMO energy (alpha / beta) = -13.48 / -13.44 eV

=====

No. 4
Computed, not measured: a 2-piece molecular cluster, C4H9NO2 overall, with the ωB97M-V functional and the def2-TZVPD basis.

```
16
Properties=species:S:1:pos:R:3:forces:R:3
C 1.1523 0.7479 -0.7412 -0.972 0.768 -1.492
O 2.3616 1.0269 -0.1719 -0.827 -2.555 0.586
C 0.1079 0.4787 0.3637 0.213 3.796 1.185
C -1.2392 1.0535 0.5041 3.079 1.030 0.974
C -1.1531 -0.3727 -0.2581 -2.230 -3.325 -0.613
N -1.2532 -1.5348 0.5168 0.439 -0.202 0.056
O -1.5603 -0.3148 -1.4009 0.213 0.556 -0.182
H 1.2116 -0.1743 -1.3281 -0.278 0.330 -0.291
H 0.7644 1.5699 -1.3610 0.145 -0.002 0.096
H 2.4118 -0.1118 0.0553 1.122 0.581 0.794
H 0.5274 0.2516 1.3413 -0.069 -0.924 -0.448
H 2.0043 -1.4136 0.2868 0.076 0.854 -0.026
H -1.5905 1.0549 1.5270 -0.338 -0.394 -0.121
H -1.5814 1.8684 -0.1173 -0.187 -0.608 -0.614
H -1.8460 -2.2182 0.0594 0.209 -0.044 -0.173
H -0.3174 -1.9117 0.7240 -0.594 0.139 0.268
```
Positions in Å, forces in eV/Å.

Computed properties:
Gap between HOMO and LUMO = 4.471 eV
HOMO energy = -7.61 eV

=====

No. 5
Computed, not measured: a 2-piece molecular cluster, C4H9NO2 overall, with the ωB97M-V functional and the def2-TZVPD basis.

```
16
Properties=species:S:1:pos:R:3:forces:R:3
C -1.0910 1.1580 -0.3563 0.072 -0.145 -0.033
C -1.2600 0.1723 0.7731 -0.260 0.109 0.110
C -1.6696 -1.2078 0.5089 -0.517 -0.195 -0.004
O -0.3520 -0.9452 0.9498 0.241 0.629 -0.257
H -0.4677 2.0119 -0.0742 -0.110 -0.283 -0.012
H -2.0879 1.5320 -0.6433 0.285 -0.177 0.069
H -0.6227 0.6572 -1.2076 -0.108 0.167 0.006
H -1.5743 0.6356 1.7083 0.164 -0.313 0.025
H -2.2388 -1.7695 1.2417 -0.231 0.064 -0.142
H -1.7880 -1.5121 -0.5351 0.134 -0.028 0.262
H 2.3974 1.6552 -0.2929 0.120 -0.006 0.049
N 1.8961 0.8130 -0.0299 0.314 -0.142 -0.239
C 2.4479 -0.2048 -0.5513 -0.073 0.306 0.069
O 1.9580 -1.4344 -0.4050 -0.169 -0.095 -0.007
H 3.3577 -0.1902 -1.1701 -0.267 -0.103 0.189
H 1.0950 -1.3711 0.0839 0.406 0.215 -0.083
```
Positions in Å, forces in eV/Å.

Computed properties:
Gap between HOMO and LUMO = 10.976 eV
HOMO energy = -9.92 eV

=====

No. 6
Computed, not measured: one molecule with the formula C4H9NO2, with the ωB97M-V functional and the def2-TZVPD basis.

```
16
Properties=species:S:1:pos:R:3:forces:R:3
O 3.5157 -0.1667 0.8776 -0.420 0.247 -0.001
C 2.3850 -0.6208 0.8983 1.112 -0.345 -0.060
N 1.2483 0.1017 0.9296 0.119 -0.408 0.097
C -0.0707 -0.5241 0.7992 0.607 1.147 -0.784
C -1.1122 0.4935 0.3471 -1.226 -0.942 -0.090
C -1.2190 0.6722 -1.1532 -0.157 -0.199 -0.606
O -1.2541 -0.6091 -1.7954 0.205 0.155 0.217
H 2.2758 -1.7211 0.8837 -0.520 0.111 0.092
H 1.3952 1.0797 0.7537 -0.247 0.278 0.137
H 0.0130 -1.2178 -0.0335 -0.276 -0.533 0.312
H -0.3731 -1.0112 1.7192 0.037 -0.068 0.108
H -1.1037 1.4757 0.7921 0.520 0.321 0.459
H -2.0775 0.0758 0.6671 0.087 0.048 -0.088
H -2.1677 1.1632 -1.3919 0.137 0.333 0.172
H -0.4030 1.2714 -1.5721 0.053 -0.009 0.148
H -1.0521 -0.4624 -2.7216 -0.031 -0.137 -0.112
```
Positions in Å, forces in eV/Å.

Computed properties:
Gap between HOMO and LUMO = 10.350 eV
HOMO energy = -9.66 eV

=====

No. 7
Computed, not measured: a 2-piece molecular cluster, C4H9NO2 overall, with the ωB97M-V functional and the def2-TZVPD basis.

```
16
Properties=species:S:1:pos:R:3:forces:R:3
C -0.0207 0.5471 -2.1547 0.491 -0.266 -0.505
O -0.6587 1.0674 -1.1580 -0.307 0.599 0.090
C -0.7327 0.7662 0.1172 0.285 -0.196 0.691
C 0.2330 0.0109 0.8860 -0.119 0.209 -0.326
N 0.0702 -0.2337 2.1428 0.133 -0.062 -0.095
O -1.1551 0.2350 2.6134 -0.113 0.029 0.246
C 1.5444 -0.4805 0.3288 0.044 -0.046 -0.014
H -0.2436 1.0033 -3.1088 0.054 -0.045 0.135
H 0.7558 -0.1908 -2.0133 -0.129 0.134 -0.031
H -1.3073 -1.1562 -1.5808 -0.139 -0.189 0.155
H -1.5279 -1.1076 -0.8555 -0.032 -0.194 -0.144
H -1.5000 1.3341 0.6213 0.082 -0.087 -0.072
H -1.1016 0.0330 3.5553 -0.056 0.039 -0.171
H 2.0792 0.3172 -0.1995 -0.098 -0.130 0.063
H 1.4055 -1.3232 -0.3590 0.009 0.143 0.111
H 2.1594 -0.8223 1.1648 -0.103 0.062 -0.132
```
Positions in Å, forces in eV/Å.

Computed properties:
Gap between HOMO and LUMO (alpha / beta) = 7.727 / 8.016 eV
HOMO energy (alpha / beta) = -7.62 / -7.63 eV

=====

No. 8
Computed, not measured: one molecule with the formula C4H9NO2, with the ωB97M-V functional and the def2-TZVPD basis.

```
16
Properties=species:S:1:pos:R:3:forces:R:3
C 1.4407 0.9279 -1.2708 0.082 0.050 -0.039
C 0.8293 -0.2322 -0.4948 -0.187 0.204 -0.260
O 1.8130 -1.0775 0.0863 0.098 0.156 0.165
C -0.2125 0.2429 0.5467 0.075 -0.014 -0.051
C -1.5636 -0.3874 0.2451 -0.043 -0.063 -0.141
N -2.3511 -0.6925 1.3115 -0.082 -0.026 -0.032
O -1.9269 -0.5983 -0.9006 0.006 0.100 0.415
H 2.0362 1.5867 -0.6234 -0.115 -0.101 -0.029
H 0.6476 1.5295 -1.7307 0.131 -0.114 0.090
H 2.0902 0.5540 -2.0676 -0.058 0.030 0.131
H 0.3004 -0.8655 -1.2112 0.104 0.063 0.133
H 2.3716 -0.5385 0.6601 -0.003 -0.078 -0.074
H 0.1320 0.0011 1.5581 -0.080 -0.057 -0.126
H -0.3456 1.3339 0.5145 0.000 -0.219 -0.087
H -3.2139 -1.1719 1.1100 0.015 0.075 0.088
H -2.0473 -0.6124 2.2669 0.058 -0.004 -0.182
```
Positions in Å, forces in eV/Å.

Computed properties:
Gap between HOMO and LUMO = 10.739 eV
HOMO energy = -9.92 eV

=====

No. 9
Computed, not measured: one molecule with the formula C4H9NO2, with the ωB97M-V functional and the def2-TZVPD basis.

```
16
Properties=species:S:1:pos:R:3:forces:R:3
C 2.1425 0.3764 -0.7293 -0.019 -1.152 0.451
C 0.8236 -0.5731 -0.5435 0.413 1.227 -1.016
O 0.5910 -1.4976 0.5420 -1.281 -1.122 -1.045
C -0.2669 0.4898 -0.5832 -3.001 -0.373 0.279
C -1.9526 0.1993 -0.2130 1.146 0.321 -0.121
N -2.1367 -0.7214 0.7879 0.319 0.079 -0.180
O -2.8993 0.8200 -0.6611 1.387 -0.256 -0.220
H 2.4428 1.0277 0.1053 -0.429 -0.452 0.033
H 2.0765 1.0535 -1.6189 -0.640 -0.770 0.679
H 2.9715 -0.2794 -0.9698 0.362 -0.098 0.204
H 0.9353 -1.2493 -1.3966 -0.587 0.554 -0.462
H -0.1638 -2.0965 0.1233 2.512 1.655 1.438
H -0.0327 1.1891 0.2256 -0.027 0.130 -0.198
H -0.1904 0.9926 -1.5498 -0.494 0.135 0.261
H -3.0268 -0.7393 1.2825 0.399 0.089 -0.398
H -1.3058 -1.0426 1.2550 -0.060 0.033 0.294
```
Positions in Å, forces in eV/Å.

Computed properties:
Gap between HOMO and LUMO = 10.193 eV
HOMO energy = -9.55 eV

=====

No. 10
Computed, not measured: a 3-piece molecular cluster, C4H9NO2 overall, with the ωB97M-V functional and the def2-TZVPD basis.

```
16
Properties=species:S:1:pos:R:3:forces:R:3
C 1.0729 -1.5159 -1.2195 0.198 -0.116 0.007
C 0.0081 -0.6872 -0.5252 0.078 -0.073 -0.467
O -0.2678 -1.2121 0.7821 -0.054 -0.355 -0.090
C 0.4106 0.7522 -0.3218 -1.015 -0.039 -0.575
C -1.6887 1.5514 -0.1526 3.596 1.138 1.630
O -1.8965 2.6442 -0.5696 -0.306 -1.711 -0.460
N -2.1881 0.8134 0.8708 1.020 2.802 2.780
H 1.9860 -1.5031 -0.6220 0.075 -0.071 -0.091
H 1.2846 -1.1193 -2.2200 -0.040 -0.036 0.233
H 0.7393 -2.5540 -1.3419 0.082 0.086 0.053
H -0.8937 -0.7480 -1.1547 0.055 0.050 0.240
H -0.5709 -2.1200 0.6667 0.027 0.005 0.152
H 1.2513 0.7869 0.4182 -1.174 0.425 -0.028
H 0.7923 1.1783 -1.2491 -0.355 0.209 -0.027
H -1.3155 1.9389 1.8241 -2.149 -2.528 -2.021
H -1.5728 0.1029 1.3023 -0.037 0.212 -1.335
```
Positions in Å, forces in eV/Å.

Computed properties:
Gap between HOMO and LUMO (alpha / beta) = 6.854 / 6.741 eV
HOMO energy (alpha / beta) = -8.29 / -8.22 eV

=====

No. 11
Computed, not measured: one molecule with the formula C4H9NO2, with the ωB97M-V functional and the def2-TZVPD basis.

```
16
Properties=species:S:1:pos:R:3:forces:R:3
N -1.0272 -0.2573 -1.4643 -1.502 -0.836 -0.301
C 0.2286 0.3189 -1.3306 3.581 0.158 1.870
C 0.3411 1.1338 0.0374 -2.157 2.281 -2.694
C -0.4574 0.5491 1.2221 2.490 0.582 -0.369
C -0.0729 -0.9003 1.0793 -2.882 -1.725 3.941
O -0.9157 -1.8256 1.0621 3.554 2.033 -0.651
O 1.2555 -1.0060 1.4846 -1.390 -0.528 -1.049
H -0.8101 -1.2351 -1.4626 -1.144 -0.624 -0.160
H -1.3903 -0.0083 -2.3465 -0.933 0.011 -1.014
H 0.9661 -0.5243 -1.3412 -0.067 0.532 0.723
H 0.6473 0.8221 -2.2058 -0.575 0.881 0.186
H 1.2346 0.9488 0.4895 3.467 0.756 0.022
H 0.1154 2.2454 -0.2909 0.570 -2.002 1.414
H -0.0145 0.9697 2.2275 -1.046 -0.873 -1.993
H -1.4704 0.6939 1.1136 -2.262 0.021 0.087
H 1.3700 -1.9249 1.7256 0.297 -0.668 -0.010
```
Positions in Å, forces in eV/Å.

Computed properties:
Gap between HOMO and LUMO = 10.068 eV
HOMO energy = -9.38 eV

=====

No. 12
Computed, not measured: one molecule with the formula C4H9NO2, with the ωB97M-V functional and the def2-TZVPD basis.

```
16
Properties=species:S:1:pos:R:3:forces:R:3
C 1.9607 -1.3441 0.7663 0.075 -0.013 0.007
C 0.5416 -0.7843 0.7297 -0.058 -0.003 0.011
C 0.5267 0.6711 0.2890 0.220 -0.060 0.043
O -0.8209 1.1600 0.1641 -0.125 -0.045 -0.173
C -1.4082 0.7800 -0.9878 0.081 -0.124 -0.274
N -2.7117 1.1563 -1.0668 0.013 -0.044 -0.078
O -0.8546 0.1510 -1.8677 -0.119 0.172 0.251
H 2.6037 -0.7728 1.4464 -0.091 -0.076 -0.088
H 1.9642 -2.3861 1.0999 -0.006 0.152 -0.030
H 2.4143 -1.3151 -0.2306 -0.052 0.014 0.136
H -0.0625 -1.3587 0.0195 0.090 0.067 0.112
H 0.0626 -0.8680 1.7125 0.083 0.017 -0.104
H 1.0079 1.3263 1.0211 -0.114 -0.107 -0.078
H 1.0221 0.7806 -0.6797 0.016 -0.004 0.170
H -3.1362 1.8209 -0.4424 0.191 -0.093 -0.033
H -3.1098 0.9828 -1.9734 -0.203 0.147 0.128
```
Positions in Å, forces in eV/Å.

Computed properties:
Gap between HOMO and LUMO = 11.293 eV
HOMO energy = -10.34 eV

=====

Number 1: calculated total energy -7830.8124 eV. Number 2: calculated total energy -7820.4933 eV. Number 3: calculated total energy -7820.5624 eV. Number 4: calculated total energy -9871.2268 eV. Number 5: calculated total energy -9877.5852 eV. Number 6: calculated total energy -9878.7250 eV. Number 7: calculated total energy -9873.2943 eV. Number 8: calculated total energy -9879.4807 eV. Number 9: calculated total energy -9877.9464 eV. Number 10: calculated total energy -9872.9586 eV. Number 11: calculated total energy -9877.4824 eV. Number 12: calculated total energy -9879.8872 eV.